C30H23BrCl3NO6PPd | ωB97M-V/def2-TZVPD

Calculated values
Energy relative to the best compared isomer or geometry (same formula, charge and spin) ... 0.000 eV
Kohn-Sham gap ... 7.79 eV
LUMO level ... -3.36 eV
Net charge ... +1
HOMO energy ... -0.4098 Ha

Last column: natural (NBO) charge in e.
Cartesian coordinates (Å):
Pd 1.3457 1.1960 -0.0849  0.80
C -5.1581 -3.1251 -0.4630  -0.15
C -4.8804 -2.2382 -1.4982  -0.20
C -3.7932 -1.3898 -1.4073  -0.16
C -2.9733 -1.4365 -0.2758  -0.48
C -3.2534 -2.3232 0.7614  -0.10
C -4.3510 -3.1666 0.6629  -0.22
P -1.5971 -0.3099 -0.1296  1.94
C -0.4773 -0.9898 1.0538  -0.53
C -0.3439 -0.3636 2.2912  -0.06
C 0.4070 -0.9744 3.2851  -0.21
C 0.9859 -2.2099 3.0502  -0.15
C 0.8161 -2.8558 1.8265  -0.21
C 0.0844 -2.2521 0.8236  -0.19
C -2.1724 1.3375 0.1639  -0.51
C -3.5273 1.3966 0.4439  -0.12
C -4.1885 2.6189 0.6206  -0.25
C -3.4890 3.7751 0.4539  -0.08
C -2.1027 3.7737 0.1690  -0.08
C -1.4386 5.0073 0.0025  -0.17
C -0.0986 5.0398 -0.2408  -0.18
C 0.6242 3.8362 -0.2810  -0.23
C 0.0135 2.6200 -0.1197  -0.09
C -1.3863 2.5421 0.0697  0.01
H -6.0109 -3.7865 -0.5380  0.24
H -5.5151 -2.2086 -2.3732  0.24
H -3.5861 -0.6895 -2.2073  0.23
H -2.6236 -2.3584 1.6407  0.23
H -4.5709 -3.8563 1.4661  0.24
H -0.7934 0.6039 2.4705  0.24
H 0.5532 -0.4687 4.2294  0.25
H 1.5749 -2.6808 3.8260  0.24
H 1.2589 -3.8291 1.6607  0.23
H -0.0622 -2.7557 -0.1255  0.23
H -4.1080 0.4899 0.5256  0.23
H -5.2433 2.6288 0.8553  0.24
H -3.9869 4.7332 0.5426  0.23
H -2.0148 5.9202 0.0812  0.22
H 0.4208 5.9801 -0.3658  0.23
H 1.7020 3.8824 -0.3837  0.24
C 4.4430 -3.6484 -0.4259  -0.63
C 4.4018 -2.1688 -0.6816  -0.04
C 5.5253 -1.4451 -1.0619  -0.12
C 5.4330 -0.0811 -1.2655  -0.26
C 4.2042 0.5206 -1.0680  0.17
Br 4.0415 2.3787 -1.3470  0.11
N 3.1158 -0.1363 -0.6939  -0.54
C 3.2261 -1.4557 -0.5163  0.06
H 5.3565 -4.0889 -0.8207  0.23
H 3.5968 -4.1551 -0.8908  0.22
H 4.4113 -3.8557 0.6452  0.23
H 6.4748 -1.9471 -1.2006  0.23
H 6.2859 0.5090 -1.5647  0.25
H 2.3225 -1.9637 -0.2129  0.20
Cl -1.3920 1.3991 -4.3815  0.05
C -0.4825 -0.0551 -3.9210  -0.33
Cl 0.9562 -0.3054 -4.8793  0.07
C -0.1402 0.1546 -2.4565  0.84
O -1.0336 -0.4799 -1.6786  -0.78
O 0.7938 0.8083 -2.0865  -0.52
H -1.1439 -0.9063 -4.0364  0.25
O 2.7822 1.8103 3.8506  -0.79
Cl 2.7589 1.9882 2.4418  2.54
O 3.2474 3.2568 2.0249  -0.80
O 1.3221 1.8490 1.9449  -0.89
O 3.4527 0.9051 1.7997  -0.86